(1)
Below is C23H18N5RuS3Se as an isolated structure, with properties calculated with wB97M-V/def2-TZVPD.

<S²>: 0.76
HOMO-LUMO gap (alpha / beta): 0.2726 / 0.2287 Eh
Energy above the lowest of the compared OMol25 structures with the same formula, charge and spin: 0.415 eV
E_tot: -4851.9403 a.u.

ORCA input file:
```
! wB97M-V def2-TZVPD RIJCOSX def2/J DEFGRID3
* xyz 0 2
Ru -1.221 0.675 -1.406
C -1.137 -1.135 -2.629
C -2.224 -1.219 -1.719
C -3.151 -0.174 -2.012
C -2.632 0.549 -3.137
C -1.410 -0.046 -3.511
H -0.275 -1.781 -2.657
H -2.328 -1.944 -0.928
H -4.092 -0.001 -1.516
H -3.092 1.401 -3.611
H -0.746 0.313 -4.281
N -1.416 2.789 -0.790
C -1.776 3.102 0.560
C -3.058 3.023 1.020
C -3.335 3.261 2.383
C -2.328 3.537 3.261
C -0.991 3.619 2.806
C 0.116 3.862 3.656
C 1.369 3.912 3.125
C 1.529 3.755 1.729
N 0.537 3.535 0.913
C -0.712 3.434 1.437
H -0.448 3.097 -0.921
H -2.024 3.256 -1.451
H -3.859 2.743 0.346
H -4.357 3.198 2.732
H -2.537 3.686 4.313
H -0.048 3.991 4.719
H 2.239 4.075 3.745
H 2.517 3.825 1.286
Se 3.467 0.567 -1.379
C 1.789 1.019 -1.618
N 0.670 1.367 -1.792
S -0.231 -5.472 1.541
C -0.098 -3.863 1.207
S -1.264 -2.684 1.757
C -0.429 -1.436 0.876
N 0.618 -1.848 0.259
N 0.826 -3.189 0.466
C 1.992 -3.733 -0.166
C 2.727 -4.744 0.438
C 3.865 -5.220 -0.194
C 4.274 -4.688 -1.408
C 3.545 -3.660 -1.988
C 2.403 -3.180 -1.371
S -1.016 0.207 0.849
H 2.415 -5.154 1.386
H 4.438 -6.008 0.275
H 5.166 -5.063 -1.892
H 3.871 -3.214 -2.919
H 1.863 -2.344 -1.791
*
```

---

(2)
Below is C23H18NO4PS4Ta as an isolated structure, with properties calculated with wB97M-V/def2-TZVPD.

HOMO-LUMO gap: 0.2605 Eh
Energy above the lowest of the compared OMol25 structures with the same formula, charge and spin: 0.000 eV
E_tot: -3234.0724 a.u.

ORCA input file:
```
! wB97M-V def2-TZVPD RIJCOSX def2/J DEFGRID3
* xyz 1 1
Ta -0.647 -0.255 0.289
O -1.583 1.653 0.586
C -1.701 1.350 1.820
O -1.816 0.107 2.071
C -1.268 2.299 2.872
C -2.069 3.124 3.637
C -1.463 3.949 4.575
C -0.083 3.939 4.735
C 0.711 3.106 3.959
C 0.125 2.281 3.008
P 1.101 1.132 1.968
C 2.082 0.202 3.164
C 1.443 -0.790 3.907
C 2.137 -1.466 4.895
C 3.470 -1.162 5.140
C 4.104 -0.168 4.409
C 3.412 0.521 3.424
C 2.220 2.181 1.012
C 3.369 1.634 0.440
C 4.179 2.413 -0.368
C 3.841 3.735 -0.625
C 2.693 4.280 -0.071
C 1.882 3.507 0.748
H -3.143 3.125 3.511
H -2.071 4.602 5.186
H 0.377 4.581 5.474
H 1.785 3.096 4.098
H 0.402 -1.024 3.725
H 1.638 -2.233 5.473
H 4.013 -1.697 5.907
H 5.140 0.075 4.605
H 3.913 1.300 2.862
H 3.640 0.602 0.636
H 5.076 1.988 -0.799
H 4.475 4.341 -1.258
H 2.426 5.308 -0.272
H 0.988 3.942 1.176
S 1.333 -0.947 -0.863
S 2.124 -2.529 0.222
S 0.436 -3.665 0.387
S -0.758 -2.318 1.426
O -0.596 0.760 -1.695
C -1.686 0.204 -2.010
C -2.561 0.398 -3.205
C -3.738 -0.539 -2.896
C -3.433 -1.152 -1.526
O -4.115 -1.871 -0.868
N -2.159 -0.676 -1.129
H -2.011 0.146 -4.112
H -2.839 1.450 -3.275
H -3.843 -1.349 -3.615
H -4.697 -0.027 -2.842
*
```

---

(3)
Below is C23H19BrCoN5 as an isolated structure, with properties calculated with wB97M-V/def2-TZVPD.

<S²>: 3.79
HOMO-LUMO gap (alpha / beta): 0.2458 / 0.2361 Eh
E_tot: -5118.2216 a.u.

ORCA input file:
```
! wB97M-V def2-TZVPD RIJCOSX def2/J DEFGRID3
* xyz 1 4
Co -0.691 0.761 0.092
C 3.716 -2.521 -0.183
C 3.550 -1.714 -1.301
C 2.746 -0.586 -1.235
C 2.095 -0.266 -0.046
C 2.258 -1.074 1.073
C 3.073 -2.194 1.004
N 1.209 0.843 0.004
C 1.687 2.087 -0.282
C 3.045 2.457 -0.356
C 3.367 3.764 -0.637
C 2.360 4.713 -0.852
C 1.011 4.379 -0.779
C 0.676 3.075 -0.486
N -0.590 2.536 -0.367
N -1.673 3.234 -0.651
C -2.760 2.433 -0.517
C -4.050 2.938 -0.750
C -5.130 2.108 -0.609
C -4.932 0.771 -0.239
C -3.650 0.329 -0.028
N -2.574 1.118 -0.161
H 4.349 -3.397 -0.235
H 4.050 -1.959 -2.229
H 2.603 0.046 -2.104
H 1.770 -0.803 2.003
H 3.213 -2.809 1.883
H 3.818 1.723 -0.177
H 4.405 4.062 -0.684
H 2.638 5.736 -1.075
H 0.231 5.109 -0.947
H -4.142 3.977 -1.034
H -6.131 2.480 -0.784
H -5.763 0.092 -0.115
H -3.461 -0.697 0.260
C -0.768 -4.704 -0.470
C -0.853 -3.505 0.434
C -0.985 -3.612 1.814
C -1.044 -2.477 2.611
C -0.966 -1.258 1.979
Br -0.962 0.375 2.928
N -0.853 -1.120 0.661
C -0.794 -2.223 -0.093
H -0.741 -5.627 0.106
H 0.129 -4.659 -1.088
H -1.628 -4.748 -1.140
H -1.035 -4.590 2.276
H -1.138 -2.535 3.685
H -0.685 -2.065 -1.160
*
```

---

(4)
Below is C23H19BrN3O2PtS as an isolated structure, with properties calculated with wB97M-V/def2-TZVPD.

<S²>: 6.02
HOMO-LUMO gap (alpha / beta): 0.3053 / 0.1978 Eh
E_tot: -4292.9441 a.u.

ORCA input file:
```
! wB97M-V def2-TZVPD RIJCOSX def2/J DEFGRID3
* xyz 3 5
Pt 1.462 -0.111 0.293
Br 3.318 -0.206 -2.277
C 4.228 -0.750 -0.740
C 5.561 -1.127 -0.732
C 6.120 -1.511 0.475
C 5.350 -1.513 1.642
C 4.038 -1.121 1.534
N 3.479 -0.745 0.365
C 3.015 -1.034 2.642
O 3.506 -1.473 3.753
O 1.879 -0.619 2.457
H 6.143 -1.118 -1.643
H 7.159 -1.812 0.513
H 5.772 -1.813 2.591
N -0.571 -0.566 0.571
S -1.611 -1.545 -0.254
C -1.953 -0.730 -1.792
C -0.959 -0.031 -2.466
C -1.279 0.515 -3.697
C -2.549 0.335 -4.238
C -3.509 -0.398 -3.555
C -3.220 -0.952 -2.316
C -3.060 -1.655 0.688
C -3.412 -2.934 1.118
C -4.578 -3.059 1.857
C -5.341 -1.935 2.145
C -4.964 -0.663 1.702
C -3.814 -0.506 0.955
H -0.736 -0.714 1.573
H 0.041 0.081 -2.066
H -0.533 1.075 -4.246
H -2.785 0.757 -5.205
H -4.492 -0.542 -3.984
H -3.966 -1.531 -1.786
H -2.806 -3.800 0.882
H -4.890 -4.034 2.204
H -6.250 -2.044 2.721
H -5.577 0.197 1.935
H -3.521 0.467 0.581
C 1.380 4.736 0.622
C 2.510 4.011 0.976
C 2.491 2.640 0.856
N 1.405 1.986 0.399
C 0.307 2.683 0.057
C 0.265 4.057 0.154
H 1.368 5.814 0.711
H 3.401 4.503 1.343
H 3.352 2.041 1.118
H -0.537 2.111 -0.304
H -0.635 4.582 -0.133
*
```

---

(5)
Below is one molecule with the formula C23H19FN4O3, with properties calculated with wB97M-V/def2-TZVPD.

SMILES: C[C@H](Oc1ccc(Oc2ccc(F)cc2)cc1)C(=O)Cn1nnc(-c2ccccc2)n1
HOMO-LUMO gap: 0.3207 Eh
Energy above the lowest of the compared OMol25 structures with the same formula, charge and spin: 3.235 eV
E_tot: -1432.3921 a.u.

ORCA input file:
```
! wB97M-V def2-TZVPD RIJCOSX def2/J DEFGRID3
* xyz 0 1
C 3.314 0.547 0.263
C 2.125 1.379 0.713
O 1.312 0.532 1.586
C 0.152 1.052 2.161
C -0.874 0.160 2.490
C -2.099 0.633 2.985
C -2.280 2.016 3.179
O -3.492 2.505 3.641
C -3.921 1.996 4.827
C -5.286 1.906 5.061
C -5.780 1.430 6.286
C -4.876 0.926 7.263
F -5.343 0.406 8.440
C -3.525 1.011 7.031
C -3.054 1.617 5.864
C -1.246 2.886 2.913
C -0.026 2.420 2.414
C 1.369 1.932 -0.504
O 1.365 3.153 -0.610
C 0.591 1.099 -1.528
N 1.484 0.762 -2.638
N 1.516 1.492 -3.810
N 2.445 0.932 -4.521
C 2.892 -0.173 -3.821
C 3.932 -1.106 -4.371
C 4.597 -0.788 -5.575
C 5.607 -1.645 -6.025
C 5.963 -2.824 -5.339
C 5.259 -3.137 -4.182
C 4.280 -2.287 -3.718
N 2.303 -0.295 -2.652
H 2.903 -0.405 -0.128
H 3.929 0.328 1.123
H 3.951 0.982 -0.510
H 2.494 2.261 1.308
H -0.751 -0.886 2.257
H -2.930 -0.042 3.200
H -5.998 2.299 4.357
H -6.840 1.403 6.445
H -2.787 0.704 7.730
H -1.992 1.804 5.757
H -1.429 3.963 3.054
H 0.770 3.113 2.241
H -0.279 1.615 -1.926
H 0.285 0.209 -0.991
H 4.375 0.121 -6.150
H 6.147 -1.474 -6.979
H 6.675 -3.532 -5.744
H 5.438 -4.050 -3.632
H 3.795 -2.493 -2.779
*
```

---

(6)
Below is C23H19FeN3O6 as an isolated structure, with properties calculated with wB97M-V/def2-TZVPD.

<S²>: 0.88
HOMO-LUMO gap (alpha / beta): 0.1912 / 0.1778 Eh
E_tot: -2767.0007 a.u.

ORCA input file:
```
! wB97M-V def2-TZVPD RIJCOSX def2/J DEFGRID3
* xyz 1 2
Fe 0.523 -0.726 -0.459
O -0.966 -0.168 0.749
C -1.640 0.866 1.118
C -2.626 0.730 2.127
C -3.397 1.795 2.527
C -3.228 3.060 1.952
C -2.266 3.228 0.987
C -1.464 2.161 0.549
C -0.441 2.432 -0.421
N 0.364 1.590 -0.945
C 1.380 2.121 -1.848
C 2.257 0.994 -2.387
N 2.581 0.172 -1.245
C 3.704 0.324 -0.673
C 4.042 -0.209 0.631
C 5.317 -0.026 1.134
C 5.648 -0.424 2.425
C 4.680 -1.027 3.250
C 3.411 -1.226 2.796
C 3.030 -0.821 1.471
O 1.858 -0.993 1.084
H -2.746 -0.249 2.574
H -4.142 1.655 3.300
H -3.833 3.894 2.280
H -2.112 4.211 0.555
H -0.356 3.489 -0.705
H 2.022 2.815 -1.294
H 0.930 2.666 -2.683
H 3.144 1.420 -2.869
H 1.702 0.398 -3.104
H 4.470 0.946 -1.150
H 6.060 0.445 0.501
H 6.649 -0.262 2.801
H 4.941 -1.335 4.253
H 2.650 -1.690 3.410
O -2.279 0.274 -4.036
C -1.561 -0.278 -3.073
O -0.368 -0.130 -2.941
C -2.353 -1.124 -2.133
C -3.739 -1.147 -2.065
C -4.325 -1.977 -1.123
C -3.518 -2.757 -0.309
C -2.142 -2.659 -0.457
N -1.584 -1.852 -1.343
C -1.090 -3.382 0.340
O -1.441 -4.412 1.094
O 0.054 -3.026 0.268
H -1.720 0.797 -4.625
H -4.334 -0.524 -2.717
H -5.401 -2.019 -1.028
H -3.972 -3.397 0.437
H -2.372 -4.644 1.019
*
```

---

Q: E_tot of number 5 (C23H19FN4O3)?
A: -1432.3921 a.u.

---

Q: Which formula does entry 2 have?
A: C23H18NO4PS4Ta

---

Q: Which value of E_tot does entry 3 give?
A: -5118.2216 a.u.

---

Q: The highest E_tot belongs to which entry?
A: C23H19FN4O3